# 1
The following is a quantum chemistry calculation of C51H50IN2O3P2Pb as an isolated structure, from the Open Molecules 2025 dataset.

Values from the calculation:
ΔE to the lowest compared entry with this formula, charge and spin (kJ/mol): 3.7
Charge: +1
E_LUMO (eV): -2.9
Maximum force (hartree/bohr): 0.0291

Positions of all 110 atoms, in Å:
Pb (1.4479, -0.0949, 1.3361)
C (1.8758, -2.3961, 4.4672)
C (2.5617, -2.4531, 3.1331)
C (3.9031, -2.0755, 3.0012)
C (4.6227, -1.4807, 4.1803)
C (4.5727, -2.3108, 1.7942)
C (6.0151, -1.9171, 1.6510)
C (3.8870, -2.8768, 0.7139)
C (4.6356, -3.2431, -0.5367)
C (2.5080, -3.1115, 0.7947)
C (1.7544, -3.5456, -0.4377)
C (1.8557, -2.9740, 2.0320)
C (0.4599, -3.4990, 2.2578)
H (1.8622, -3.3936, 4.9064)
H (0.8456, -2.0637, 4.3722)
H (2.3898, -1.7377, 5.1566)
H (4.1029, -0.5991, 4.5552)
H (5.6328, -1.1831, 3.9294)
H (4.6817, -2.2063, 4.9904)
H (6.6529, -2.5322, 2.2839)
H (6.1434, -0.8750, 1.9365)
H (6.3561, -2.0052, 0.6272)
H (4.8476, -2.3610, -1.1423)
H (4.0822, -3.9514, -1.1439)
H (5.5812, -3.7122, -0.2771)
H (1.8891, -4.6102, -0.6295)
H (2.1185, -2.9975, -1.3045)
H (0.6878, -3.3500, -0.3443)
H (-0.2501, -2.6924, 2.4422)
H (0.4501, -4.1513, 3.1293)
H (0.0981, -4.0852, 1.4198)
O (-0.0415, 5.8442, -1.6088)
C (1.1733, 5.6269, -1.0961)
C (2.1696, 6.5528, -1.4142)
C (3.4484, 6.4241, -0.9183)
C (3.7722, 5.3775, -0.0555)
C (2.8128, 4.4562, 0.2736)
C (1.5075, 4.5381, -0.2569)
C (0.6293, 3.4271, 0.0087)
O (0.9541, 2.4453, 0.6743)
N (-0.6267, 3.4484, -0.6501)
N (-1.7317, 2.1764, 1.1663)
C (-2.7438, 1.6730, 1.8451)
C (-2.5673, 0.9931, 3.0502)
C (-3.6989, 0.5049, 3.7553)
C (-3.5548, -0.1843, 4.9194)
C (-2.2680, -0.3912, 5.4516)
C (-1.1497, 0.0417, 4.8016)
C (-1.2350, 0.7381, 3.5661)
O (-0.1961, 1.1186, 2.9316)
H (-0.6526, 5.1245, -1.3579)
H (1.9008, 7.3615, -2.0744)
H (4.2064, 7.1426, -1.1908)
H (4.7700, 5.2859, 0.3433)
H (3.0467, 3.6411, 0.9396)
H (-3.7423, 1.7845, 1.4317)
H (-4.6820, 0.7209, 3.3626)
H (-4.4141, -0.5785, 5.4364)
H (-2.1698, -0.8993, 6.3977)
H (-0.1679, -0.1054, 5.2255)
I (3.7490, 0.7317, 0.1371)
C (-1.1393, -0.5946, -1.7354)
P (0.0044, 0.6681, -1.0021)
C (-1.0523, 2.1879, -1.2692)
C (-1.6807, 2.2937, -2.5817)
C (-2.7575, 3.0765, -2.7821)
C (-3.4397, 3.7002, -1.6906)
C (-3.0603, 3.5057, -0.4146)
C (-1.8160, 2.8030, -0.0958)
C (1.1558, 0.8533, -2.4083)
C (1.5483, 2.0764, -2.9408)
C (2.4186, 2.1133, -4.0166)
C (2.9239, 0.9389, -4.5470)
C (2.5608, -0.2825, -4.0002)
C (1.6886, -0.3250, -2.9308)
P (-2.9211, -0.2472, -1.2246)
C (-3.1859, -1.8430, -0.3562)
C (-2.7020, -1.9349, 0.9466)
C (-2.8438, -3.1083, 1.6628)
C (-3.4483, -4.2088, 1.0775)
C (-3.9472, -4.1138, -0.2100)
C (-3.8343, -2.9327, -0.9219)
C (-3.7706, -0.5860, -2.8105)
C (-5.0338, -0.0205, -2.9529)
C (-5.7884, -0.2640, -4.0858)
C (-5.2754, -1.0487, -5.1048)
C (-4.0131, -1.6033, -4.9749)
C (-3.2675, -1.3872, -3.8306)
H (-0.8317, -1.5857, -1.3861)
H (-1.0457, -0.5489, -2.8223)
H (-1.2408, 1.7272, -3.3873)
H (-3.1783, 3.1751, -3.7709)
H (-4.3364, 4.2654, -1.8954)
H (-3.6456, 3.8848, 0.4085)
H (-0.8012, 2.0244, 1.6169)
H (1.1860, 3.0072, -2.5330)
H (2.7104, 3.0676, -4.4296)
H (3.6082, 0.9758, -5.3800)
H (2.9631, -1.2000, -4.4039)
H (1.4095, -1.2781, -2.4985)
H (-2.2169, -1.0762, 1.3965)
H (-2.4896, -3.1688, 2.6807)
H (-3.5302, -5.1356, 1.6252)
H (-4.4364, -4.9617, -0.6624)
H (-4.2476, -2.8633, -1.9170)
H (-5.4227, 0.6037, -2.1594)
H (-6.7772, 0.1575, -4.1744)
H (-5.8588, -1.2348, -5.9936)
H (-3.6106, -2.2170, -5.7661)
H (-2.3040, -1.8665, -3.7356)


# 2
The following is a quantum chemistry calculation of C27H22N6O4PtS as an isolated structure, from the Open Molecules 2025 dataset.

Values from the calculation:
ΔE to the lowest compared entry with this formula, charge and spin (kJ/mol): 84.8
Charge: 0
E_LUMO (alpha / beta) (eV): -1.2 / -1.2
Maximum force (hartree/bohr): 0.0730

Positions of all 61 atoms, in Å:
Pt (0.3591, 0.5419, 0.0715)
C (-1.2538, -1.5712, -2.0054)
O (-0.2568, -1.3494, -1.0250)
C (0.0577, -2.3985, -0.1724)
C (-0.3954, -3.6903, -0.3436)
C (-0.0220, -4.6879, 0.5521)
C (0.7904, -4.3881, 1.6348)
C (1.2584, -3.1052, 1.8111)
C (0.9088, -2.0809, 0.9164)
N (1.3658, -0.7970, 1.0722)
N (2.1512, -0.5630, 2.0868)
C (2.4235, 0.6104, 2.6224)
C (1.8662, 1.8711, 2.1758)
O (1.2229, 2.0341, 1.0543)
C (2.1362, 3.0170, 2.9561)
C (2.9657, 2.9979, 4.0410)
C (3.6156, 1.8059, 4.4363)
C (4.5230, 1.7661, 5.5088)
C (5.1410, 0.5950, 5.8699)
C (4.8710, -0.5848, 5.1702)
C (3.9822, -0.5765, 4.1240)
C (3.3429, 0.6093, 3.7280)
H (-0.8778, -2.2471, -2.7799)
H (-1.4849, -0.6084, -2.4602)
H (-2.1631, -1.9813, -1.5598)
H (-1.0385, -3.9427, -1.1714)
H (-0.3751, -5.6943, 0.3930)
H (1.0600, -5.1583, 2.3426)
H (1.8897, -2.8381, 2.6426)
H (1.6685, 3.9344, 2.6384)
H (3.1369, 3.9034, 4.6016)
H (4.7348, 2.6815, 6.0421)
H (5.8418, 0.5801, 6.6918)
H (5.3654, -1.5026, 5.4517)
H (3.7669, -1.4777, 3.5711)
N (-2.4137, -0.6784, -6.9226)
C (-2.0792, 0.1379, -5.8700)
C (-3.0565, 0.8925, -5.2088)
C (-2.7324, 1.6404, -4.0928)
C (-1.4287, 1.6491, -3.6322)
C (-0.4453, 0.9216, -4.2812)
C (-0.7634, 0.1729, -5.3958)
S (-0.9408, 2.5997, -2.2003)
O (0.4771, 2.8103, -2.2733)
O (-1.8042, 3.7330, -2.0577)
N (-1.1152, 1.5434, -0.9456)
C (-2.2790, 1.1779, -0.4376)
N (-2.1804, 0.4650, 0.7147)
C (-3.2910, 0.2131, 1.3736)
C (-4.5349, 0.6049, 0.8966)
C (-4.5381, 1.1928, -0.3621)
N (-3.4400, 1.4655, -1.0333)
H (-3.2876, -0.5091, -7.3895)
H (-1.6658, -1.0061, -7.5104)
H (-4.0697, 0.8848, -5.5848)
H (-3.4723, 2.2245, -3.5704)
H (0.5616, 0.9747, -3.8996)
H (0.0016, -0.3885, -5.9136)
H (-3.1800, -0.3187, 2.3121)
H (-5.4380, 0.4399, 1.4584)
H (-5.4627, 1.4519, -0.8626)


# 3
The following is a quantum chemistry calculation of C2HKO2 as an isolated structure, from the Open Molecules 2025 dataset.

Values from the calculation:
ΔE to the lowest compared entry with this formula, charge and spin (kJ/mol): 0.0
Charge: 0
E_LUMO (eV): -0.5
Maximum force (hartree/bohr): 0.0088

Positions of all 6 atoms, in Å:
O (1.3129, 1.0085, -0.8432)
C (0.8363, 1.7408, 0.0583)
O (-1.3987, -2.2617, 0.3293)
C (-1.3485, -3.1726, 0.9969)
K (-1.0328, 0.2887, -1.0670)
H (1.6309, 2.3963, 0.5257)


# 4
The following is a quantum chemistry calculation of a 2-piece molecular cluster, C2H7NS2 overall, from the Open Molecules 2025 dataset.

Values from the calculation:
ΔE to the lowest compared entry with this formula, charge and spin (kJ/mol): 89.0
Spin multiplicity: 2
<S²>: 0.754
Charge: -1
E_LUMO (alpha / beta) (eV): 4.0 / 3.7
Maximum force (hartree/bohr): 0.0431

Positions of all 12 atoms, in Å:
C (2.7159, 0.3966, 1.0797)
N (2.1389, -0.6652, 0.7628)
H (3.3503, 0.8398, 0.3033)
H (2.8558, 0.8011, 2.0903)
H (1.2705, -0.9445, 1.2189)
C (-1.6156, 0.1600, -1.6934)
S (-1.2829, 1.0162, -0.1435)
S (-1.4991, -0.8939, 1.2889)
H (-2.1839, -0.7667, -1.5832)
H (-2.1986, 0.8342, -2.3250)
H (-0.7385, -0.1133, -2.2912)
H (-2.8128, -0.6642, 1.2924)


> Look up the ΔE to the lowest compared entry with this formula, charge and spin of the third one.

0.0 kJ/mol


> Among the records above, which one has the highest ΔE to the lowest compared entry with this formula, charge and spin?

C2H7NS2


> What is the charge in the fourth record?

-1


> Which value of charge does entry 2 give?

0